Entry from the OMol25 dataset: a structure of composition C13H30N2O12P2STeTi (the ωB97M-V functional and the def2-TZVPD basis).

Cartesian coordinates (Å):
Ti1 -0.713 0.844 -0.040
O1 -3.690 1.163 3.207
C1 -3.417 0.757 1.992
O2 -2.287 0.821 1.528
C2 -4.674 0.254 1.305
O3 -4.478 -0.461 0.119
C3 -4.318 0.297 -1.069
C4 -2.852 0.640 -1.131
O4 -2.416 1.797 -0.902
O5 -1.988 -0.301 -1.180
H1 -2.907 1.545 3.637
H2 -5.335 1.119 1.174
H3 -5.166 -0.419 2.008
H4 -4.921 1.206 -1.067
H5 -4.601 -0.350 -1.897
C5 3.047 3.806 1.953
C6 2.235 3.157 0.839
O6 2.828 3.308 -0.457
P1 2.286 1.339 0.934
O7 1.976 0.815 2.373
O8 3.769 0.928 0.644
O9 1.330 0.685 -0.051
P2 0.456 3.756 0.913
O10 0.235 4.418 -0.517
O11 0.228 4.645 2.047
O12 -0.374 2.429 0.869
H6 4.068 3.424 1.971
H7 2.567 3.649 2.919
H8 3.077 4.885 1.801
H9 2.950 4.245 -0.657
H10 2.636 0.997 3.058
H11 4.215 1.502 -0.001
H12 -0.041 5.342 -0.433
C7 0.059 -4.939 -1.621
C8 0.482 -3.508 -1.938
N1 -0.062 -2.525 -0.996
C9 0.397 -2.306 0.235
S1 -0.507 -1.233 1.269
N2 1.492 -2.907 0.659
C10 2.083 -2.767 1.999
C11 1.498 -3.763 2.989
H13 0.497 -5.620 -2.349
H14 -1.024 -5.038 -1.669
H15 0.382 -5.252 -0.627
H16 0.124 -3.224 -2.926
H17 1.570 -3.406 -1.963
H18 -0.984 -2.154 -1.180
H19 1.887 -3.629 0.074
H20 1.909 -1.746 2.329
H21 3.156 -2.915 1.885
H22 0.428 -3.599 3.114
H23 1.980 -3.643 3.958
H24 1.660 -4.789 2.657
C12 1.249 0.020 -3.195
Te1 0.210 1.764 -2.566
C13 -1.422 1.456 -3.876
H25 0.563 -0.823 -3.183
H26 2.069 -0.138 -2.500
H27 1.629 0.196 -4.198
H28 -1.053 1.570 -4.892
H29 -2.164 2.219 -3.658
H30 -1.830 0.460 -3.721

Forces on atoms 1 to 6 (eV/Å):
Ti 0.0 0.0 0.3
O 0.0 0.0 0.1
C 0.0 0.1 -0.1
O 0.0 -0.2 0.0
C 0.0 0.0 0.0
O 0.0 0.0 0.0

Properties
Energy, eV: -101335.1369
E_HOMO, Ha: -0.5456
Total charge: +2
Frontier orbital gap, eV: 8.1
LUMO level, eV: -6.72
Energy relative to the best compared isomer or geometry (same formula, charge and spin), kcal/mol: 0.0